1.
{"formula": "BF4Rb", "method": "wB97M-V/def2-TZVPD", "species": ["Rb", "B", "F", "F", "F", "F"], "positions_angstrom": [[-0.2797, 0.8329, 2.3410], [0.0453, -0.1625, -0.4502], [0.2950, 1.1557, -0.6568], [-0.8653, -0.6343, -1.3742], [1.2316, -0.8105, -0.6701], [-0.4268, -0.3813, 0.8104]], "lumo_ev": -0.86, "e_above_lowest_kcal_mol": 49.8, "e_homo_ha": -0.417, "orbital_gap_ha": 0.3857, "e_tot_ev": -12206.7398}

---

2.
{"formula": "BF4Tl", "method": "wB97M-V/def2-TZVPD", "species": ["Tl", "B", "F", "F", "F", "F"], "positions_angstrom": [[-2.0009, 0.3704, 1.4641], [0.4465, -0.1278, -0.3155], [-0.0059, -1.4125, -0.3368], [1.5987, 0.1240, -0.9999], [-0.6298, 0.6829, -0.8458], [0.5913, 0.3630, 1.0339]], "lumo_ev": -19.69, "e_above_lowest_kcal_mol": 4.1, "e_homo_ha": -0.895, "orbital_gap_ha": 0.1715, "total_charge": 2, "e_tot_ev": -16214.1480}

---

3.
{"formula": "BH20O8", "method": "wB97M-V/def2-TZVPD", "species": ["B", "H", "H", "H", "H", "O", "H", "H", "O", "H", "H", "O", "H", "H", "O", "H", "H", "O", "H", "H", "O", "H", "H", "O", "H", "H", "O", "H", "H"], "positions_angstrom": [[0.7574, -0.4484, -0.8521], [0.1104, -0.5294, 0.2129], [1.7584, -1.2184, -0.7841], [0.0804, -0.6404, -1.8051], [1.1784, 0.7276, -0.9441], [-0.9446, 2.5436, -1.5691], [-0.8916, 3.1816, -0.8421], [-0.4106, 1.7936, -1.4031], [-1.1416, -0.4474, 3.1179], [-0.8096, 0.2516, 3.6379], [-0.3386, -0.8314, 2.7759], [-3.0996, 0.3176, -1.5971], [-3.7626, 0.4776, -0.9191], [-2.2936, 0.2266, -1.1051], [1.5014, 3.5776, 0.3369], [1.4784, 3.4726, -0.6031], [1.4034, 4.4896, 0.6549], [3.0304, -0.3214, 1.8239], [2.8604, -0.3764, 0.8819], [2.3384, -0.9254, 2.1639], [-0.2616, 1.8126, 1.6629], [-0.3556, 0.9006, 1.5209], [0.4224, 2.1036, 1.0379], [0.5164, -3.9134, 0.1629], [-0.0826, -4.5554, -0.2891], [0.6884, -3.1824, -0.4041], [-1.2696, -3.0664, -2.5861], [-0.6496, -2.3644, -2.4861], [-1.8126, -3.0544, -1.8011]], "lumo_ev": 2.93, "e_above_lowest_kcal_mol": 16.1, "e_homo_ha": -0.238, "orbital_gap_ha": 0.3460, "total_charge": -1, "e_tot_ev": -17381.8551}

---

4.
{"formula": "BH22NO7", "method": "wB97M-V/def2-TZVPD", "species": ["N", "H", "H", "H", "H", "B", "H", "H", "H", "H", "O", "H", "H", "O", "H", "H", "O", "H", "H", "O", "H", "H", "O", "H", "H", "O", "H", "H", "O", "H", "H"], "positions_angstrom": [[19.8120, 7.7810, 13.5440], [19.2390, 7.7580, 12.6130], [19.9500, 6.8270, 13.9980], [19.1500, 8.2490, 14.0540], [20.5590, 8.2850, 13.3500], [16.6550, 9.9490, 11.2820], [16.0430, 8.9330, 10.6550], [15.7870, 10.6400, 11.6920], [17.3820, 9.5980, 12.2610], [17.2300, 10.6470, 10.4860], [21.2300, 7.0690, 10.7930], [21.9010, 6.6640, 11.3420], [20.6550, 6.2580, 10.4060], [17.5350, 6.4610, 11.4100], [17.3670, 7.4050, 11.4270], [17.2190, 6.1200, 12.3030], [20.2260, 4.2040, 13.8200], [20.8490, 3.6270, 14.1870], [19.8170, 4.3950, 14.7370], [22.0440, 10.3540, 12.0960], [21.8740, 11.2140, 11.7550], [22.5180, 10.3930, 12.9560], [17.3810, 8.5690, 15.5700], [16.5700, 8.4380, 15.1300], [17.1870, 9.5210, 16.1650], [18.4620, 4.9180, 15.7560], [18.0950, 5.5130, 16.4800], [17.8810, 4.9180, 15.0640], [20.5560, 10.5500, 15.3160], [21.3660, 10.3980, 15.8420], [20.4410, 11.3570, 14.7960]], "lumo_ev": -0.55, "e_above_lowest_kcal_mol": 1.4, "e_homo_ha": -0.281, "orbital_gap_ha": 0.2608, "e_tot_ev": -16851.2956}

---

5.
{"formula": "BH24O10", "method": "wB97M-V/def2-TZVPD", "species": ["B", "H", "H", "H", "H", "O", "H", "H", "O", "H", "H", "O", "H", "H", "O", "H", "H", "O", "H", "H", "O", "H", "H", "O", "H", "H", "O", "H", "H", "O", "H", "H", "O", "H", "H"], "positions_angstrom": [[-0.2970, -0.1766, -0.1599], [0.6540, 0.4759, 0.5111], [-0.0538, -0.4629, -1.3507], [-0.2951, -1.1979, 0.5437], [-1.5428, 0.4188, -0.1020], [2.2191, 2.1517, 2.8297], [3.0596, 2.4168, 3.3116], [2.1069, 2.3193, 1.9094], [0.4267, 0.4931, -4.8065], [0.2562, 0.3496, -5.7056], [-0.0086, -0.0105, -4.1680], [0.6030, -3.4337, 2.3682], [0.1870, -3.0126, 1.6030], [1.4647, -3.4393, 1.8672], [3.2717, -0.9310, -0.0649], [2.6302, -0.1599, -0.2917], [2.8888, -1.7579, -0.4776], [-1.6664, 0.6763, 2.7031], [-2.3959, 0.2417, 2.4815], [-1.2075, 0.2411, 1.9125], [1.0371, -0.8505, 3.2360], [0.8918, -1.7119, 3.3538], [1.1154, -0.5774, 2.3761], [0.6976, 2.6267, -2.1687], [1.1922, 2.1731, -2.8693], [0.4844, 1.7166, -1.5539], [-2.8643, -2.0511, -1.5659], [-2.2353, -1.7047, -0.8146], [-2.9820, -3.0376, -1.2746], [-1.9348, -0.5245, -3.6762], [-2.2633, -1.1478, -3.1116], [-2.0040, 0.2746, -3.3209], [-0.9936, 3.3625, 1.7665], [-1.0095, 3.8919, 2.6646], [-1.4326, 2.3580, 2.0445]], "lumo_ev": 2.59, "e_above_lowest_kcal_mol": 95.5, "e_homo_ha": -0.250, "orbital_gap_ha": 0.3446, "total_charge": -1, "e_tot_ev": -21538.9603}

---

6.
{"formula": "BH26O11", "method": "wB97M-V/def2-TZVPD", "species": ["B", "H", "H", "H", "H", "O", "H", "H", "O", "H", "H", "O", "H", "H", "O", "H", "H", "O", "H", "H", "O", "H", "H", "O", "H", "H", "O", "H", "H", "O", "H", "H", "O", "H", "H", "O", "H", "H"], "positions_angstrom": [[31.4890, 38.4920, 26.7450], [32.4290, 38.0870, 27.4840], [31.9290, 39.0500, 25.8370], [30.7480, 37.5120, 26.3570], [30.8110, 39.1630, 27.5070], [35.8170, 37.2140, 28.5600], [35.0770, 36.8340, 28.0470], [36.5760, 37.5180, 27.9560], [30.6550, 39.4150, 23.0640], [31.0790, 39.0170, 23.8480], [30.8810, 40.3720, 22.9770], [33.4840, 36.8770, 24.1780], [33.0320, 37.1680, 25.1310], [32.7680, 36.4240, 23.7830], [31.9840, 41.9770, 26.4460], [31.1420, 41.9960, 26.3600], [31.8510, 41.1200, 26.7730], [33.8190, 41.2630, 24.5230], [33.1490, 41.4720, 25.1920], [34.6460, 41.4140, 25.0360], [32.0560, 35.0010, 27.6120], [32.1280, 35.8850, 27.2650], [32.7810, 34.5910, 27.2770], [27.4620, 36.3550, 26.0910], [27.9260, 37.0920, 25.5460], [26.4640, 36.6000, 26.4470], [29.6840, 36.9860, 29.4010], [29.1060, 37.7460, 29.6420], [30.0590, 37.4540, 28.6140], [31.5630, 39.7000, 30.6890], [32.0000, 39.0360, 29.9620], [32.0020, 39.4630, 31.5040], [28.8460, 40.1440, 29.3310], [29.3800, 40.0640, 30.0950], [29.3590, 40.5020, 28.7530], [29.4490, 34.3400, 25.9970], [30.2060, 34.5790, 26.5750], [28.7490, 35.1540, 25.9510]], "lumo_ev": 2.61, "e_above_lowest_kcal_mol": 83.4, "e_homo_ha": -0.255, "orbital_gap_ha": 0.3506, "total_charge": -1, "e_tot_ev": -23619.4266}

---

What is the formula in the second record?
BF4Tl